No. 1
{"formula": "C18H41N2O10P2", "method": "wB97M-V/def2-TZVPD", "symbols": ["N", "C", "O", "C", "C", "N", "C", "C", "C", "O", "H", "H", "H", "H", "H", "H", "H", "H", "H", "H", "H", "O", "P", "O", "C", "C", "O", "C", "C", "O", "C", "C", "H", "H", "H", "H", "H", "H", "H", "H", "H", "H", "H", "H", "H", "H", "H", "O", "P", "O", "C", "C", "O", "C", "C", "O", "C", "C", "H", "H", "H", "H", "H", "H", "H", "H", "H", "H", "H", "H", "H", "H", "H"], "positions_angstrom": [[-3.77, -5.16, 0.20], [-4.94, -4.46, 0.86], [-5.96, -5.26, 1.27], [-5.13, -2.85, 1.09], [-3.76, -2.03, 1.45], [-4.02, -0.58, 1.12], [-3.23, -0.10, -0.07], [-3.68, -1.14, -1.46], [-2.45, -1.25, -2.68], [-2.85, -2.45, -1.61], [-3.76, -6.13, 0.63], [-4.06, -5.35, -0.81], [-5.87, -2.73, 2.02], [-5.63, -2.30, 0.18], [-3.61, -2.07, 2.64], [-2.78, -2.47, 1.00], [-2.07, -0.21, 0.01], [-3.61, 0.94, -0.44], [-4.87, -1.10, -1.84], [-2.00, -0.27, -2.17], [-1.43, -1.79, -2.62], [-0.14, 2.78, 0.94], [-0.28, 4.32, 1.12], [-1.40, 4.49, -0.09], [-2.74, 4.12, 0.17], [-3.43, 5.17, 1.02], [1.05, 4.64, 0.16], [2.18, 3.78, 0.20], [2.20, 2.90, -1.04], [-0.44, 6.03, 1.32], [0.70, 6.82, 1.59], [1.07, 7.62, 0.35], [-2.77, 3.14, 0.65], [-3.25, 4.04, -0.79], [-3.00, 5.20, 2.02], [-4.50, 4.95, 1.11], [-3.31, 6.16, 0.58], [2.20, 3.18, 1.12], [3.07, 4.41, 0.21], [1.28, 2.33, -1.14], [3.05, 2.21, -1.01], [2.29, 3.52, -1.94], [1.54, 6.21, 1.95], [0.44, 7.51, 2.40], [1.31, 6.97, -0.49], [1.93, 8.27, 0.54], [0.23, 8.24, 0.03], [3.97, -1.14, -1.05], [2.94, -2.29, -0.94], [2.64, -2.05, 0.67], [1.81, -0.98, 1.05], [0.35, -1.31, 0.79], [4.13, -3.45, -0.72], [5.36, -3.35, -1.42], [6.44, -2.86, -0.47], [1.79, -3.58, -0.81], [2.01, -4.80, -1.50], [2.41, -5.88, -0.50], [2.10, -0.06, 0.52], [1.96, -0.81, 2.12], [0.16, -1.40, -0.28], [-0.30, -0.54, 1.20], [0.09, -2.27, 1.25], [5.27, -2.70, -2.30], [5.62, -4.35, -1.78], [6.18, -1.90, -0.01], [7.40, -2.74, -1.00], [6.59, -3.57, 0.35], [2.75, -4.69, -2.29], [1.06, -5.08, -1.97], [3.33, -5.62, 0.03], [2.55, -6.84, -1.00], [1.63, -5.99, 0.27]], "total_energy_ha": -2254.61720, "e_homo_ev": -2.71, "e_lumo_ha": 0.00125, "spin_multiplicity": 1, "total_charge": -1}

---

No. 2
{"formula": "C18H41N2OP3PbS", "method": "wB97M-V/def2-TZVPD", "symbols": ["Pb", "P", "P", "P", "H", "C", "C", "H", "C", "C", "C", "C", "C", "C", "C", "C", "C", "H", "H", "H", "H", "H", "H", "H", "H", "H", "H", "H", "H", "H", "H", "H", "H", "H", "H", "H", "H", "H", "H", "H", "H", "H", "H", "H", "H", "H", "C", "C", "C", "C", "C", "C", "O", "H", "H", "H", "H", "H", "H", "N", "C", "N", "S", "H", "H", "H", "H"], "positions_angstrom": [[-0.75, 0.49, -0.58], [1.73, 1.26, 1.13], [-1.39, 2.71, -1.86], [1.65, -0.46, -2.24], [-1.71, -3.91, 0.14], [-0.65, -4.12, -0.09], [0.27, -4.18, 0.89], [-0.02, -4.03, 1.95], [1.64, 1.80, 2.88], [2.71, 2.66, 0.47], [3.06, 0.01, 1.34], [-2.72, 2.23, -2.97], [-2.12, 3.86, -0.68], [-0.13, 3.57, -2.83], [2.35, -2.12, -1.85], [3.09, 0.58, -2.70], [0.82, -0.79, -3.83], [-0.40, -4.38, -1.14], [1.32, -4.51, 0.70], [1.52, 0.94, 3.55], [0.77, 2.46, 3.00], [2.56, 2.34, 3.15], [2.04, 3.52, 0.36], [3.14, 2.43, -0.51], [3.50, 2.91, 1.18], [2.67, -0.87, 1.88], [3.89, 0.44, 1.92], [3.45, -0.32, 0.37], [-3.19, 3.07, -3.49], [-3.47, 1.64, -2.43], [-2.25, 1.56, -3.70], [-2.61, 4.72, -1.14], [-1.30, 4.20, -0.02], [-2.83, 3.29, -0.07], [-0.49, 4.45, -3.37], [0.31, 2.86, -3.54], [0.66, 3.88, -2.15], [2.74, -2.63, -2.74], [1.57, -2.75, -1.39], [3.18, -1.99, -1.14], [3.62, 0.23, -3.59], [3.80, 0.61, -1.87], [2.72, 1.61, -2.89], [1.51, -1.13, -4.62], [0.28, 0.10, -4.20], [0.08, -1.59, -3.66], [-2.16, -1.14, -5.79], [-3.29, -1.03, -6.62], [-3.65, -2.18, -7.33], [-2.94, -3.39, -7.18], [-1.72, -3.40, -6.49], [-1.27, -2.21, -5.89], [-1.97, -0.22, -4.78], [-2.84, 0.23, -4.61], [-3.79, -0.05, -6.68], [-4.50, -2.14, -8.02], [-3.32, -4.32, -7.63], [-1.10, -4.31, -6.42], [-0.26, -2.10, -5.48], [-1.36, 0.55, 4.77], [-0.93, -0.19, 3.72], [0.01, -1.13, 4.00], [-1.63, 0.12, 2.19], [-0.86, 0.68, 5.65], [-2.12, 1.19, 4.57], [0.24, -1.84, 3.31], [0.18, -1.41, 4.97]], "total_energy_ha": -2508.75772, "e_homo_ev": [-19.23, -19.24], "e_lumo_ha": [-0.54769, -0.50648], "spin_multiplicity": 1, "total_charge": 4, "de_lowest_ev": 0.991}

---

No. 3
{"formula": "C18H41N2OP3STi", "method": "wB97M-V/def2-TZVPD", "symbols": ["Ti", "P", "P", "P", "H", "C", "C", "H", "C", "C", "C", "C", "C", "C", "C", "C", "C", "H", "H", "H", "H", "H", "H", "H", "H", "H", "H", "H", "H", "H", "H", "H", "H", "H", "H", "H", "H", "H", "H", "H", "H", "H", "H", "H", "H", "H", "C", "C", "C", "C", "C", "C", "S", "H", "H", "H", "H", "H", "H", "N", "C", "N", "O", "H", "H", "H", "H"], "positions_angstrom": [[-0.36, -0.61, -1.06], [0.87, -1.65, 1.79], [1.37, 0.04, -2.68], [-0.52, -3.03, -1.40], [-3.93, 2.52, 0.74], [-4.14, 1.44, 0.91], [-3.65, 0.74, 1.95], [-3.03, 1.18, 2.73], [0.63, -0.30, 2.95], [2.51, -1.66, 1.17], [0.20, -3.10, 2.47], [0.50, 0.78, -4.09], [2.51, 1.34, -2.18], [2.44, -1.28, -3.38], [-1.86, -3.84, -0.42], [0.91, -4.12, -1.08], [-0.77, -3.14, -3.21], [-4.71, 0.99, 0.10], [-3.68, -0.34, 1.93], [-0.40, 0.14, 3.00], [1.38, 0.52, 2.81], [0.85, -0.86, 3.89], [2.91, -0.66, 0.97], [2.65, -2.29, 0.28], [3.02, -2.11, 2.03], [-0.89, -3.02, 2.52], [0.64, -3.13, 3.47], [0.46, -3.95, 1.85], [1.20, 1.09, -4.86], [-0.06, 1.66, -3.76], [-0.21, 0.07, -4.52], [3.20, 1.61, -2.98], [3.10, 1.02, -1.32], [1.95, 2.24, -1.90], [3.14, -0.85, -4.12], [1.83, -2.05, -3.85], [3.02, -1.74, -2.56], [-1.99, -4.88, -0.78], [-2.82, -3.28, -0.49], [-1.54, -3.88, 0.64], [0.65, -5.07, -1.57], [1.06, -4.28, 0.00], [1.81, -3.67, -1.51], [-1.50, -3.92, -3.44], [0.22, -3.35, -3.66], [-1.13, -2.18, -3.62], [-3.77, -1.05, -2.27], [-4.27, -1.33, -3.55], [-5.57, -1.84, -3.72], [-6.34, -2.13, -2.59], [-5.84, -1.85, -1.31], [-4.55, -1.38, -1.16], [-2.24, -0.16, -2.04], [0.05, -1.40, 0.73], [-3.63, -1.13, -4.41], [-6.00, -1.92, -4.71], [-7.34, -2.51, -2.70], [-6.49, -1.97, -0.46], [-4.18, -1.19, -0.17], [-0.62, 2.76, 1.40], [0.30, 2.06, 0.71], [1.59, 2.42, 0.91], [-0.02, 1.09, -0.04], [-0.30, 3.46, 2.06], [-1.60, 2.45, 1.40], [2.28, 1.96, 0.34], [1.88, 3.26, 1.40]], "total_energy_ha": -3165.42412, "e_homo_ev": -19.65, "e_lumo_ha": -0.51897, "spin_multiplicity": 1, "total_charge": 4, "de_lowest_ev": 0.000}

---

No. 4
{"formula": "C18H42AsN3NaS4Sb", "method": "wB97M-V/def2-TZVPD", "symbols": ["Na", "C", "C", "N", "C", "C", "N", "C", "C", "N", "H", "H", "H", "H", "H", "H", "H", "H", "H", "H", "H", "H", "H", "H", "H", "S", "As", "S", "S", "S", "C", "C", "C", "C", "Sb", "C", "C", "C", "C", "C", "C", "C", "C", "H", "H", "H", "H", "H", "H", "H", "H", "H", "H", "H", "H", "H", "H", "H", "H", "H", "H", "H", "H", "H", "H", "H", "H", "H", "H", "H"], "positions_angstrom": [[0.87, 0.63, 2.91], [-1.01, -0.72, 5.22], [-0.68, 0.76, 5.53], [-0.90, 1.66, 4.43], [-2.17, 1.79, 3.73], [-2.05, 1.43, 2.23], [-1.36, 0.21, 1.90], [-2.01, -1.06, 2.25], [-1.01, -1.94, 2.99], [-0.29, -1.24, 4.04], [-2.05, -0.92, 5.13], [-0.72, -1.28, 6.12], [0.40, 0.82, 5.70], [-1.19, 1.02, 6.51], [-0.28, 2.47, 4.38], [-2.57, 2.81, 3.82], [-2.89, 1.12, 4.20], [-1.50, 2.26, 1.73], [-3.07, 1.46, 1.79], [-0.93, 0.24, 0.98], [-2.44, -1.64, 1.41], [-2.84, -0.83, 2.95], [-0.28, -2.36, 2.30], [-1.61, -2.78, 3.38], [0.55, -1.75, 4.30], [3.40, -0.38, 2.05], [3.30, 1.86, 2.09], [1.52, 2.39, 0.88], [2.75, 2.43, 4.20], [5.04, 2.86, 1.32], [2.42, -0.51, -3.79], [2.32, -0.64, -2.24], [2.77, -2.07, -1.84], [3.27, 0.35, -1.57], [0.35, -0.08, -1.42], [-0.21, 1.68, -2.66], [-1.21, 2.42, -1.78], [0.93, 2.65, -2.88], [-0.86, 1.36, -3.98], [-0.88, -1.83, -2.21], [-0.72, -2.82, -1.05], [-2.34, -1.44, -2.21], [-0.60, -2.55, -3.53], [3.45, -0.73, -4.08], [2.18, 0.47, -4.18], [1.80, -1.19, -4.37], [3.80, -2.12, -2.12], [2.15, -2.82, -2.37], [2.71, -2.20, -0.75], [4.27, 0.20, -1.98], [3.36, 0.19, -0.50], [2.98, 1.37, -1.75], [-0.78, 2.71, -0.83], [-2.13, 1.85, -1.64], [-1.54, 3.33, -2.28], [1.50, 2.78, -1.96], [0.50, 3.62, -3.20], [1.60, 2.32, -3.66], [-1.78, 0.77, -3.94], [-0.20, 0.82, -4.68], [-1.15, 2.29, -4.49], [-1.08, -2.38, -0.11], [0.33, -3.16, -0.90], [-1.33, -3.71, -1.25], [-2.64, -0.88, -1.33], [-2.92, -2.37, -2.18], [-2.64, -0.86, -3.11], [0.41, -2.98, -3.61], [-0.70, -1.82, -4.31], [-1.36, -3.33, -3.69]], "total_energy_ha": -5106.46598, "e_homo_ev": -0.61, "e_lumo_ha": 0.12583, "spin_multiplicity": 1, "total_charge": -2, "de_lowest_ev": 0.000}

---

No. 5
{"formula": "C18H42ClN6O6", "method": "wB97M-V/def2-TZVPD", "symbols": ["Cl", "C", "C", "O", "N", "C", "H", "H", "H", "H", "H", "H", "H", "C", "C", "O", "N", "C", "H", "H", "H", "H", "H", "H", "H", "C", "C", "O", "N", "C", "H", "H", "H", "H", "H", "H", "H", "C", "C", "O", "N", "C", "H", "H", "H", "H", "H", "H", "H", "C", "C", "O", "N", "C", "H", "H", "H", "H", "H", "H", "H", "C", "C", "O", "N", "C", "H", "H", "H", "H", "H", "H", "H"], "positions_angstrom": [[-0.15, 0.15, 0.97], [-2.69, 3.60, -3.01], [-1.65, 2.97, -2.11], [-0.75, 3.65, -1.64], [-1.77, 1.64, -1.86], [-2.69, 0.75, -2.53], [-2.88, 4.60, -2.64], [-3.64, 3.06, -2.98], [-2.33, 3.69, -4.04], [-1.26, 1.23, -1.09], [-2.61, 0.83, -3.62], [-3.72, 0.90, -2.20], [-2.40, -0.27, -2.30], [-2.54, -1.25, 3.95], [-2.08, -2.63, 3.54], [-2.50, -3.64, 4.10], [-1.20, -2.68, 2.52], [-0.61, -3.91, 2.06], [-2.21, -0.45, 3.28], [-2.18, -1.05, 4.96], [-3.63, -1.26, 4.00], [-0.81, -1.81, 2.18], [0.27, -4.16, 2.65], [-0.30, -3.78, 1.02], [-1.32, -4.72, 2.16], [-3.77, -2.18, 0.27], [-2.87, -2.75, -0.82], [-3.28, -3.62, -1.58], [-1.64, -2.19, -0.92], [-0.71, -2.59, -1.94], [-4.64, -1.73, -0.21], [-3.26, -1.44, 0.88], [-4.07, -3.02, 0.89], [-1.37, -1.43, -0.31], [-0.03, -1.77, -2.16], [-1.24, -2.87, -2.85], [-0.09, -3.45, -1.64], [-1.69, 3.72, 1.58], [-0.65, 3.97, 2.64], [-0.59, 5.03, 3.25], [0.19, 2.93, 2.88], [1.33, 3.06, 3.74], [-1.50, 2.81, 1.01], [-1.68, 4.56, 0.89], [-2.68, 3.63, 2.02], [0.16, 2.12, 2.28], [2.26, 3.00, 3.16], [1.34, 2.26, 4.48], [1.32, 4.04, 4.22], [4.67, -0.67, -3.28], [3.19, -0.37, -3.27], [2.37, -1.19, -3.66], [2.85, 0.85, -2.80], [1.48, 1.21, -2.46], [4.95, -1.06, -4.26], [4.87, -1.43, -2.53], [5.30, 0.18, -3.02], [3.58, 1.51, -2.63], [1.29, 1.11, -1.39], [0.82, 0.53, -3.00], [1.25, 2.22, -2.81], [2.47, -2.52, 0.18], [3.60, -1.55, 0.41], [4.77, -1.89, 0.50], [3.21, -0.25, 0.50], [4.14, 0.80, 0.83], [2.14, -2.90, 1.15], [2.85, -3.35, -0.42], [1.65, -2.04, -0.35], [2.23, -0.01, 0.45], [5.10, 0.63, 0.34], [4.28, 0.90, 1.91], [3.73, 1.75, 0.48]], "total_energy_ha": -1951.50225, "e_homo_ev": -6.92, "e_lumo_ha": 0.09445, "spin_multiplicity": 1, "total_charge": -1, "de_lowest_ev": 0.535}

---

No. 6
{"formula": "C18H42Cu2N7O9", "method": "wB97M-V/def2-TZVPD", "symbols": ["Cu", "Cu", "N", "O", "O", "O", "C", "C", "O", "N", "C", "H", "H", "H", "H", "H", "H", "H", "C", "C", "O", "N", "C", "H", "H", "H", "H", "H", "H", "H", "C", "C", "O", "N", "C", "H", "H", "H", "H", "H", "H", "H", "C", "C", "O", "N", "C", "H", "H", "H", "H", "H", "H", "H", "C", "C", "O", "N", "C", "H", "H", "H", "H", "H", "H", "H", "C", "C", "O", "N", "C", "H", "H", "H", "H", "H", "H", "H"], "positions_angstrom": [[-21.59, -6.48, -23.02], [-14.21, -2.97, -17.48], [-18.26, -5.39, -19.38], [-19.07, -5.16, -20.32], [-18.30, -6.40, -18.68], [-17.40, -4.57, -19.05], [-18.47, 0.43, -19.39], [-17.67, 0.83, -18.12], [-16.78, -0.01, -17.84], [-18.02, 1.85, -17.37], [-17.53, 2.16, -16.00], [-18.76, -0.57, -19.08], [-17.79, 0.46, -20.24], [-19.30, 1.06, -19.70], [-18.87, 2.38, -17.53], [-18.13, 1.80, -15.17], [-17.48, 3.22, -15.79], [-16.53, 1.76, -15.80], [-23.43, -1.13, -21.07], [-23.31, -2.51, -20.45], [-23.22, -3.53, -21.16], [-23.40, -2.64, -19.13], [-23.21, -3.76, -18.32], [-23.34, -0.30, -20.38], [-24.37, -0.90, -21.57], [-22.78, -0.91, -21.92], [-23.47, -1.83, -18.53], [-24.11, -4.05, -17.76], [-22.35, -3.58, -17.67], [-22.86, -4.63, -18.88], [-16.64, -4.31, -25.01], [-18.01, -3.70, -25.41], [-19.04, -4.29, -25.13], [-18.01, -2.45, -25.87], [-19.19, -1.66, -26.22], [-15.89, -3.85, -25.65], [-16.58, -5.39, -25.13], [-16.31, -4.01, -24.01], [-17.15, -2.00, -26.16], [-19.88, -1.28, -25.46], [-19.75, -2.38, -26.81], [-18.93, -0.90, -26.96], [-23.20, -10.75, -18.86], [-21.96, -10.08, -19.24], [-22.03, -9.13, -20.02], [-20.91, -10.28, -18.53], [-20.72, -11.20, -17.39], [-23.69, -10.23, -18.03], [-23.13, -11.81, -18.61], [-23.87, -10.72, -19.72], [-20.18, -9.62, -18.77], [-20.91, -12.16, -17.87], [-21.51, -11.00, -16.66], [-19.79, -11.20, -16.83], [-17.52, -3.69, -12.10], [-17.71, -4.03, -13.54], [-16.83, -3.64, -14.29], [-18.63, -4.93, -13.91], [-19.90, -5.09, -13.25], [-18.19, -4.08, -11.33], [-17.53, -2.61, -11.98], [-16.51, -4.09, -11.98], [-18.52, -5.20, -14.88], [-20.36, -4.15, -12.94], [-19.72, -5.61, -12.31], [-20.48, -5.68, -13.96], [-10.54, -7.36, -18.74], [-12.04, -7.60, -18.36], [-12.77, -6.67, -18.21], [-12.47, -8.78, -18.46], [-13.83, -9.22, -18.39], [-10.15, -8.28, -19.18], [-9.86, -7.02, -17.96], [-10.48, -6.71, -19.61], [-11.77, -9.49, -18.62], [-13.93, -10.30, -18.45], [-14.43, -8.73, -19.15], [-14.34, -8.97, -17.46]], "total_energy_ha": -5051.10029, "e_homo_ev": [-14.69, -14.69], "e_lumo_ha": [-0.37054, -0.48060], "spin_multiplicity": 3, "s_squared": 2.033, "total_charge": 3, "de_lowest_ev": 11.000}